1.
CH3NO3 | ωB97M-V/def2-TZVPD

Each line ends with the natural charge from an NBO analysis.
Element x y z (Å)
O: 1.371 1.032 -0.111  -0.378
N: 0.935 -0.078 -0.183  0.506
O: 1.554 -1.130 -0.229  -0.366
C: -0.607 -0.147 -0.260  0.039
O: -1.129 0.038 0.995  -0.682
H: -0.831 0.738 -1.001  0.181
H: -0.796 -1.188 -0.657  0.209
H: -0.496 0.735 1.447  0.490

As for the highest occupied orbital energy: -11.077 eV. The calculation puts the HOMO-LUMO gap at 11.141 eV. The electronic energy comes out at -320.25638 Ha. As for the SMILES: O=[N+]([O-])CO. The LUMO energy comes out at 0.0024 Eh.

2.
CH3NO3 | ωB97M-V/def2-TZVPD

Each line ends with the natural charge from an NBO analysis.
Element x y z (Å)
C: -0.172 -0.931 0.549  0.677
N: -0.307 2.183 -0.888  -0.029
O: 0.743 2.133 -0.134  -0.492
O: 0.875 -0.401 0.214  -0.636
O: -1.005 -1.531 -0.283  -0.645
H: -0.665 -0.830 1.523  0.132
H: -0.457 -1.860 -1.006  0.499
H: 0.989 1.237 0.026  0.495

As for the highest occupied orbital energy (spin up / spin down): -8.629 / -8.665 eV. The calculation puts the HOMO-LUMO gap (spin up / spin down) at 9.179 / 9.175 eV. The electronic energy comes out at -320.23178 Ha. The LUMO energy (spin up / spin down) comes out at 0.0202 / 0.0187 Eh.

3.
CH3NO3P | ωB97M-V/def2-TZVPD

Each line ends with the natural charge from an NBO analysis.
Element x y z (Å)
C: 1.258 -0.615 -1.151  0.674
N: -0.904 0.994 2.050  -1.272
O: 1.520 -0.444 0.054  -0.733
O: 0.102 -0.783 -1.674  -0.804
O: -1.508 0.729 -0.356  -1.037
P: -1.054 -0.155 1.036  1.313
H: 2.202 -0.586 -2.020  -0.006
H: -0.593 0.816 3.033  0.364
H: -1.022 0.044 -0.972  0.502

As for the highest occupied orbital energy: -4.643 eV. The calculation puts the HOMO-LUMO gap at 9.156 eV. The electronic energy comes out at -661.80956 Ha. Its total charge is -1. The LUMO energy comes out at 0.1658 Eh.

4.
CH3NO3S | ωB97M-V/def2-TZVPD

Each line ends with the natural charge from an NBO analysis.
Element x y z (Å)
C: -0.974 0.280 -0.568  0.542
N: 0.212 -0.390 -1.086  -0.860
O: 0.616 -1.104 1.493  -0.890
O: 1.181 1.149 0.608  -0.954
O: -1.558 -0.220 0.410  -0.569
S: 1.343 -0.220 0.284  1.671
H: -1.212 1.185 -1.112  0.144
H: 0.667 -0.048 -1.883  0.387
H: -0.276 -0.632 1.855  0.529

As for the highest occupied orbital energy: -10.387 eV. The calculation puts the HOMO-LUMO gap at 10.710 eV. The electronic energy comes out at -718.51296 Ha. The LUMO energy comes out at 0.0119 Eh.

5.
CH3NO4 | ωB97M-V/def2-TZVPD

Each line ends with the natural charge from an NBO analysis.
Element x y z (Å)
C: -1.407 -0.100 -0.415  -0.300
N: 1.822 0.182 0.414  0.721
O: 1.674 -0.748 -0.295  -0.364
O: 2.779 0.861 0.628  -0.337
O: -0.680 -0.263 0.752  -0.226
O: 0.695 0.665 0.971  -0.157
H: -0.736 -0.353 -1.365  0.223
H: -2.100 0.774 -0.354  0.199
H: -2.046 -1.018 -0.335  0.241

As for the highest occupied orbital energy (spin up / spin down): -11.623 / -11.623 eV. The calculation puts the HOMO-LUMO gap (spin up / spin down) at 10.223 / 10.223 eV. The electronic energy comes out at -395.33543 Ha. The LUMO energy (spin up / spin down) comes out at -0.0514 / -0.0514 Eh.

6.
CH3NO4S | ωB97M-V/def2-TZVPD

Each line ends with the natural charge from an NBO analysis.
Element x y z (Å)
C: -0.077 -0.157 -0.037  -0.832
N: 3.033 0.828 -0.030  0.432
O: 2.374 1.834 -0.032  -0.345
O: 4.202 0.585 0.034  -0.290
O: 1.888 -1.738 1.208  -0.852
O: 1.793 -1.743 -1.224  -0.868
S: 1.583 -1.011 0.034  1.962
H: -0.399 -0.103 0.950  0.249
H: -0.082 0.886 -0.168  0.274
H: -0.780 -0.556 -0.762  0.270

As for the highest occupied orbital energy (spin up / spin down): -9.902 / -9.905 eV. The calculation puts the HOMO-LUMO gap (spin up / spin down) at 8.260 / 8.263 eV. The electronic energy comes out at -793.62352 Ha. The LUMO energy (spin up / spin down) comes out at -0.0604 / -0.0604 Eh.

7.
CH3NO6 | ωB97M-V/def2-TZVPD

Each line ends with the natural charge from an NBO analysis.
Element x y z (Å)
O: 1.472 0.613 -3.226  -0.338
N: 1.316 0.580 -2.028  0.740
O: 0.833 -0.363 -1.445  -0.398
O: 1.511 1.774 -1.404  -0.535
H: 1.254 1.914 -0.487  0.534
O: 0.481 0.794 0.821  -0.683
C: -0.341 0.044 0.431  1.015
O: -0.431 -1.226 0.779  -0.679
O: -1.328 0.527 -0.317  -0.671
H: 0.217 -1.309 1.508  0.512
H: -1.995 -0.231 -0.531  0.502

As for the highest occupied orbital energy: -11.291 eV. The calculation puts the HOMO-LUMO gap at 11.478 eV. The electronic energy comes out at -545.97906 Ha. As for the SMILES: O=[N+]([O-])O.O=C(O)O. The LUMO energy comes out at 0.0069 Eh.

8.
CH3NOP2S | ωB97M-V/def2-TZVPD

Each line ends with the natural charge from an NBO analysis.
Element x y z (Å)
C: -0.602 -0.562 -0.926  -0.308
N: -1.399 0.443 -0.295  -0.960
P: -1.146 1.284 1.016  1.374
O: 0.328 1.005 1.614  -1.120
P: 1.669 0.059 1.225  0.814
S: 0.579 -1.451 0.292  -0.183
H: -1.440 -1.309 -1.271  0.244
H: 0.097 -0.120 -1.586  0.217
H: 1.916 0.653 -0.070  -0.077

As for the highest occupied orbital energy: -9.445 eV. The calculation puts the HOMO-LUMO gap at 9.338 eV. The electronic energy comes out at -1250.80070 Ha. As for the SMILES: C1N=POPS1. The LUMO energy comes out at -0.0039 Eh.

9.
CH3NOP2S | ωB97M-V/def2-TZVPD

Each line ends with the natural charge from an NBO analysis.
Element x y z (Å)
C: 0.803 -0.355 -0.952  -0.300
N: 1.552 -0.369 0.129  -0.754
O: -1.593 -0.621 0.452  -1.077
P: -0.958 -0.712 -0.874  1.185
P: -0.349 0.945 2.363  0.278
S: 1.233 -0.194 1.619  0.548
H: 1.148 -0.415 -1.997  0.220
H: -1.104 0.274 -1.818  -0.089
H: -0.731 1.447 1.078  -0.011

As for the highest occupied orbital energy (spin up / spin down): -8.237 / -8.094 eV. The calculation puts the HOMO-LUMO gap (spin up / spin down) at 6.366 / 6.101 eV. The electronic energy comes out at -1250.67037 Ha. The LUMO energy (spin up / spin down) comes out at -0.0688 / -0.0732 Eh.

10.
CH3NOS | ωB97M-V/def2-TZVPD

Each line ends with the natural charge from an NBO analysis.
Element x y z (Å)
N: 1.048 0.788 0.078  -1.021
S: 0.328 -0.460 -0.923  0.510
C: -1.163 -0.661 -0.117  0.140
O: -2.034 -1.616 -0.477  -0.564
H: 1.500 0.476 0.941  0.377
H: 1.645 1.536 -0.214  0.397
H: -1.324 -0.062 0.712  0.161

As for the highest occupied orbital energy: -9.658 eV. The calculation puts the HOMO-LUMO gap at 9.970 eV. The electronic energy comes out at -568.02846 Ha. As for the SMILES: NSC=O. The LUMO energy comes out at 0.0115 Eh.

11.
CH3NOS | ωB97M-V/def2-TZVPD

Each line ends with the natural charge from an NBO analysis.
Element x y z (Å)
C: 0.269 -0.943 -0.224  -0.085
N: 0.057 0.313 -0.335  -0.159
O: 0.632 1.272 0.402  -0.349
S: -0.797 -1.983 -1.081  -0.067
H: 0.951 -1.264 0.437  0.210
H: -0.483 0.754 -1.104  0.401
H: -0.630 1.850 1.905  0.048

As for the highest occupied orbital energy (spin up / spin down): -9.555 / -9.350 eV. The calculation puts the HOMO-LUMO gap (spin up / spin down) at 9.372 / 7.024 eV. The electronic energy comes out at -567.86693 Ha. The LUMO energy (spin up / spin down) comes out at -0.0067 / -0.0855 Eh.

12.
CH3NOS | ωB97M-V/def2-TZVPD

Each line ends with the natural charge from an NBO analysis.
Element x y z (Å)
C: -0.326 1.894 0.333  0.128
N: 0.146 0.775 0.476  -0.627
O: 2.376 -0.226 0.947  -0.890
S: 1.041 -0.547 0.386  1.181
H: -0.778 2.517 1.181  0.210
H: -1.390 -2.570 -1.681  0.011
H: -1.069 -1.843 -1.641  -0.013

As for the highest occupied orbital energy (spin up / spin down): -8.481 / -8.412 eV. The calculation puts the HOMO-LUMO gap (spin up / spin down) at 7.784 / 7.591 eV. The electronic energy comes out at -567.92490 Ha. The LUMO energy (spin up / spin down) comes out at -0.0256 / -0.0302 Eh.

13.
CH3NOS | ωB97M-V/def2-TZVPD

Each line ends with the natural charge from an NBO analysis.
Element x y z (Å)
C: 1.220 0.428 -0.084  0.502
H: -0.474 -1.468 1.009  0.158
H: -0.329 1.774 0.125  0.396
H: 1.863 1.341 -0.530  0.151
N: -0.103 0.851 0.282  -0.822
O: 1.447 -0.819 -0.008  -0.566
S: -1.202 -0.226 -0.126  0.180

As for the highest occupied orbital energy: -8.711 eV. The calculation puts the HOMO-LUMO gap at 8.682 eV. The electronic energy comes out at -567.97413 Ha. The LUMO energy comes out at -0.0011 Eh.

14.
CH3NOS | ωB97M-V/def2-TZVPD

Each line ends with the natural charge from an NBO analysis.
Element x y z (Å)
C: -0.762 0.546 0.152  -0.137
N: 0.077 -0.442 0.170  -0.407
O: 2.073 -0.200 -0.010  -0.631
S: -2.386 0.199 0.022  0.170
H: -0.637 1.568 0.403  0.214
H: -0.210 -1.364 0.264  0.369
H: 1.846 -0.306 -1.001  0.423

As for the highest occupied orbital energy (spin up / spin down): -9.050 / -9.822 eV. The calculation puts the HOMO-LUMO gap (spin up / spin down) at 9.279 / 6.719 eV. The electronic energy comes out at -567.89564 Ha. The spin multiplicity is 3. As for the expectation value of S²: 2.0396. The LUMO energy (spin up / spin down) comes out at 0.0084 / -0.1141 Eh.

15.
CH3NOS2 | ωB97M-V/def2-TZVPD

Each line ends with the natural charge from an NBO analysis.
Element x y z (Å)
C: 0.739 -1.059 -0.980  -0.099
N: -0.502 -0.774 -0.829  -0.593
O: -1.831 1.079 1.204  -0.819
S: 1.217 -2.367 -1.890  -0.112
S: -0.541 1.497 0.248  0.541
H: 1.396 -0.453 -0.243  0.194
H: -1.064 -0.946 -1.639  0.387
H: -1.730 0.299 1.743  0.500

As for the highest occupied orbital energy (spin up / spin down): -8.578 / -8.579 eV. The calculation puts the HOMO-LUMO gap (spin up / spin down) at 5.797 / 5.800 eV. The electronic energy comes out at -966.13101 Ha. The LUMO energy (spin up / spin down) comes out at -0.1022 / -0.1021 Eh.

16.
CH3NS2 | ωB97M-V/def2-TZVPD

Each line ends with the natural charge from an NBO analysis.
Element x y z (Å)
C: 0.785 0.173 0.329  -0.269
N: 0.035 -0.929 0.676  -0.510
S: 1.048 -1.485 -0.463  0.416
S: -2.351 0.130 0.003  -0.161
H: 0.526 1.007 -0.417  0.218
H: 1.606 0.429 0.996  0.205
H: -1.648 0.675 -1.125  0.100

As for the highest occupied orbital energy (spin up / spin down): -8.913 / -9.518 eV. The calculation puts the HOMO-LUMO gap (spin up / spin down) at 7.219 / 8.383 eV. The electronic energy comes out at -890.87722 Ha. The LUMO energy (spin up / spin down) comes out at -0.0623 / -0.0417 Eh.

17.
CH3NS2 | ωB97M-V/def2-TZVPD

Each line ends with the natural charge from an NBO analysis.
Element x y z (Å)
S: 0.191 -2.104 -1.183  -0.090
C: 0.345 -1.000 -0.034  -0.096
N: -0.372 0.117 -0.140  -0.736
S: -0.584 1.420 0.941  0.205
H: 0.852 -1.015 0.939  0.206
H: -0.801 0.355 -1.140  0.421
H: 0.370 2.226 0.617  0.090

As for the highest occupied orbital energy: -8.826 eV. The calculation puts the HOMO-LUMO gap at 9.275 eV. The electronic energy comes out at -890.98876 Ha. As for the SMILES: S=CNS. The LUMO energy comes out at 0.0165 Eh.

18.
CH3NS2 | ωB97M-V/def2-TZVPD

Each line ends with the natural charge from an NBO analysis.
Element x y z (Å)
C: 1.664 1.119 1.090  -0.338
N: -1.146 -0.620 -1.047  -1.071
S: 1.939 2.512 0.435  0.218
S: 1.462 -0.341 1.704  0.125
H: -2.102 -0.393 -0.794  0.355
H: -1.343 -1.650 -1.186  0.347
H: -0.474 -0.627 -0.201  0.364

As for the highest occupied orbital energy: -9.829 eV. The calculation puts the HOMO-LUMO gap at 9.516 eV. The electronic energy comes out at -891.01724 Ha. The LUMO energy comes out at -0.0115 Eh.

19.
CH3NS2 | ωB97M-V/def2-TZVPD

Each line ends with the natural charge from an NBO analysis.
Element x y z (Å)
S: 0.627 0.865 -1.524  0.100
N: 0.659 0.328 0.214  -0.598
C: -0.600 -0.294 0.675  -0.387
S: -0.245 1.252 1.413  0.301
H: 1.712 1.785 -1.411  0.142
H: -1.254 -0.543 -0.217  0.222
H: -0.194 -1.042 1.262  0.219

As for the highest occupied orbital energy: -8.850 eV. The calculation puts the HOMO-LUMO gap at 9.173 eV. The electronic energy comes out at -890.93196 Ha. As for the SMILES: SN1CS1. The LUMO energy comes out at 0.0119 Eh.

20.
CH3NS2 | ωB97M-V/def2-TZVPD

Each line ends with the natural charge from an NBO analysis.
Element x y z (Å)
N: 0.340 0.813 0.094  -0.985
S: 0.392 -0.815 0.001  0.606
C: -1.248 -1.247 0.015  -0.498
S: -2.512 -0.082 -0.034  -0.120
H: 0.317 1.095 -0.793  0.373
H: -0.305 1.298 0.719  0.410
H: -1.441 -2.286 0.064  0.213

As for the highest occupied orbital energy: -8.809 eV. The calculation puts the HOMO-LUMO gap at 8.434 eV. The electronic energy comes out at -890.98548 Ha. As for the SMILES: NSC=S. The LUMO energy comes out at -0.0138 Eh.